# C22H46BBr12N4O3

A molecular structure, C22H46BBr12N4O3 in a non-equilibrium geometry (ωB97M-V/def2-TZVPD, OMol25).

The geometry in ORCA input format:
```
! wB97M-V def2-TZVPD RIJCOSX def2/J DEFGRID3
* xyz -1 1
N -3.728 1.319 0.899
C -3.340 1.490 -0.296
N -2.935 2.764 -0.709
N -3.306 0.410 -1.240
C -1.934 -0.058 -1.502
C -1.945 -1.140 -2.574
C -2.506 -2.469 -2.050
C -1.509 -3.626 -2.164
B -0.306 -3.634 -1.022
N 0.356 -5.082 -1.021
C -0.922 -3.373 0.492
C 0.087 -3.149 1.563
O 1.148 -3.752 1.715
C 0.913 -2.537 -1.385
C 2.286 -3.178 -1.575
C 3.293 -2.158 -2.052
O 3.415 -1.033 -1.618
O 4.143 -2.579 -3.079
H -3.989 0.348 1.022
H -2.394 3.163 0.045
H -2.351 2.745 -1.538
H -3.711 0.713 -2.119
H -1.504 -0.441 -0.581
H -1.298 0.759 -1.855
H -2.561 -0.754 -3.391
H -0.942 -1.248 -2.971
H -2.847 -2.349 -1.026
H -3.409 -2.705 -2.620
H -2.072 -4.554 -2.030
H -1.072 -3.681 -3.166
H 0.413 -5.384 -1.990
H -0.286 -5.723 -0.570
H -1.508 -4.250 0.785
H -1.584 -2.504 0.551
H -0.115 -2.324 2.276
H 0.997 -1.736 -0.648
H 0.681 -2.024 -2.324
H 2.647 -3.606 -0.644
H 2.257 -3.946 -2.339
H 3.824 -2.185 -3.894
Br 4.313 1.807 1.848
C 3.855 -0.090 1.930
C 2.682 -0.420 1.054
Br 1.002 0.158 1.836
H 3.681 -0.320 2.976
H 4.742 -0.616 1.584
H 2.584 -1.500 0.944
H 2.743 0.033 0.072
Br -2.471 1.400 3.093
C -2.318 0.933 4.974
C -0.986 0.310 5.298
Br -0.884 -1.515 4.644
H -3.145 0.265 5.191
H -2.448 1.864 5.522
H -0.845 0.253 6.376
H -0.152 0.845 4.852
Br -1.623 6.959 0.506
C 0.265 6.585 0.792
C 0.678 5.288 0.152
Br 0.064 3.751 1.168
H 0.426 6.587 1.864
H 0.799 7.419 0.341
H 1.762 5.204 0.127
H 0.284 5.177 -0.853
Br -2.338 -5.852 5.893
C -3.520 -4.308 5.963
C -4.495 -4.296 4.815
Br -3.639 -3.759 3.157
H -2.882 -3.430 5.970
H -4.046 -4.388 6.911
H -5.276 -3.560 4.996
H -4.946 -5.267 4.641
Br 7.561 4.925 -3.001
C 7.379 3.851 -1.385
C 5.957 3.792 -0.900
Br 5.420 5.451 -0.034
H 8.050 4.281 -0.650
H 7.724 2.856 -1.657
H 5.847 3.024 -0.140
H 5.247 3.614 -1.700
Br -0.657 2.646 -3.233
C -1.234 3.759 -4.724
C -1.380 2.955 -5.987
Br 0.345 2.530 -6.777
H -0.511 4.562 -4.822
H -2.195 4.171 -4.422
H -1.913 3.528 -6.742
H -1.888 2.011 -5.820
*
```

Properties
ΔE to the lowest compared entry with this formula, charge and spin: 48.95 kJ/mol
HOMO level: -4.3 eV